Density functional theory data (ωB97M-V/def2-TZVPD) for a cluster of 6 separate species, C20H30FO15 in total.

Structure (XYZ):
```
66
Properties=species:S:1:pos:R:3:nbo_charge:R:1
F -33.812 5.813 22.978 -0.9722
C -34.765 9.063 20.824 -0.5960
C -34.153 7.591 20.416 0.0642
C -35.234 6.469 20.181 -0.1072
O -35.533 6.466 18.848 -0.5142
C -34.578 7.278 18.188 0.9677
O -34.593 7.311 16.973 -0.6084
O -33.712 7.799 19.003 -0.4959
H -34.928 9.244 21.909 0.2243
H -35.616 8.968 20.501 0.1677
H -34.179 9.962 20.366 0.2248
H -33.360 7.157 21.163 0.2613
H -36.071 6.601 21.043 0.2019
H -34.809 5.463 20.304 0.1931
C -33.699 1.419 22.766 -0.6631
C -34.311 1.960 24.039 0.0841
C -35.496 3.100 23.889 -0.0606
O -36.456 2.365 24.556 -0.4583
C -36.120 1.300 25.029 0.9721
O -36.885 0.583 25.720 -0.6593
O -34.865 1.009 24.815 -0.4657
H -33.320 2.138 22.134 0.2361
H -34.294 1.028 21.922 0.2159
H -33.119 0.528 22.849 0.2223
H -33.572 2.389 24.503 0.1652
H -35.960 3.520 22.829 0.2120
H -35.160 3.874 24.392 0.1974
C -32.473 5.205 26.122 -0.5825
C -31.270 5.173 27.016 0.0802
C -29.948 5.302 26.219 -0.0807
O -29.324 6.420 26.853 -0.4984
C -30.165 7.043 27.700 0.9774
O -29.868 8.010 28.356 -0.6046
O -31.252 6.374 27.758 -0.4788
H -33.254 5.522 26.732 0.2137
H -32.616 4.385 25.803 0.1838
H -32.514 5.975 25.313 0.2390
H -31.222 4.337 27.557 0.1789
H -29.988 5.297 25.170 0.1912
H -29.375 4.493 26.361 0.1785
C -32.579 9.083 26.274 -0.6211
C -31.854 8.978 24.951 0.0663
C -32.754 8.626 23.831 -0.1052
O -32.949 9.873 23.160 -0.5316
C -32.068 10.819 23.663 0.9788
O -32.039 11.884 23.310 -0.5684
O -31.379 10.245 24.590 -0.4897
H -33.381 9.875 26.236 0.2057
H -32.016 9.240 27.082 0.2205
H -33.195 8.175 26.446 0.2172
H -30.969 8.398 25.192 0.1944
H -33.760 8.321 23.852 0.2422
H -32.195 8.034 23.128 0.1881
C -29.543 6.823 22.158 -0.6525
C -30.465 5.590 22.231 0.0767
C -31.027 5.184 20.902 -0.1072
O -30.391 3.998 20.603 -0.4891
C -29.462 3.651 21.518 0.9785
O -28.718 2.722 21.409 -0.5940
O -29.587 4.476 22.549 -0.5020
H -30.007 7.544 21.462 0.2183
H -28.695 6.797 21.545 0.2258
H -29.276 7.430 23.180 0.2182
H -30.982 5.656 23.057 0.2100
H -31.129 6.139 20.277 0.1954
H -31.992 5.013 21.116 0.2177
```

Calculated values
Orbital gap, hartree: 0.33265
Net charge: -1
HOMO energy, Ha: -0.2501
LUMO energy, eV: 2.25
Energy relative to the best compared isomer or geometry (same formula, charge and spin), kcal per mole: 223.8
Max |F|, Eh/bohr: 0.236